Below is C34H40CoN3O4 as an isolated structure at a distorted geometry, with properties calculated with the ωB97M-V functional and the def2-TZVPD basis.

Last column: Löwdin charge in e.
Geometry (Å):
Co  -0.49619  -0.05935  -1.06359  0.69
C  -5.97828  -0.22708  3.29596  -0.06
C  -4.73481  0.71617  3.33863  -0.55
C  -5.15135  2.18832  3.56581  -0.02
C  -3.84831  0.29714  4.47410  -0.06
C  -3.97431  0.64696  1.96719  -0.09
C  -4.36990  0.03140  0.73886  0.03
C  -3.50966  -0.01994  -0.32261  -0.06
N  -2.32293  0.65328  -0.28043  0.06
C  -1.94106  1.30624  0.84423  -0.17
C  -2.78769  1.34606  1.96023  0.03
C  -0.59485  1.84905  1.04893  -0.19
C  -0.28720  2.79354  2.00471  0.05
C  1.03594  3.18923  2.31563  -0.09
C  2.04943  2.68475  1.42149  0.02
C  1.65724  1.84768  0.40272  -0.09
N  0.40467  1.35402  0.28403  0.05
C  1.35030  4.21942  3.41939  -0.56
C  0.12528  4.86755  4.06437  -0.07
C  2.23715  5.36697  2.83141  -0.04
C  2.16076  3.49916  4.54832  -0.04
H  -6.48357  -0.22543  4.32671  0.11
H  -5.68373  -1.32181  3.13095  0.11
H  -6.67605  -0.00629  2.51525  0.06
H  -5.67538  2.30798  4.54361  0.11
H  -5.61309  2.70384  2.72306  0.10
H  -4.20207  2.64388  3.64087  0.04
H  -4.34743  0.29380  5.46881  0.11
H  -2.97877  0.95261  4.54865  0.07
H  -3.32234  -0.65378  4.30956  0.10
H  -5.31584  -0.55454  0.65284  0.13
H  -3.71252  -0.57303  -1.21039  0.12
H  -2.36977  1.91797  2.80977  0.11
H  -1.17871  3.21350  2.53372  0.12
H  3.10517  2.85849  1.62431  0.12
H  2.41047  1.58142  -0.31861  0.11
H  -0.50259  5.47330  3.37442  0.10
H  0.55167  5.44455  4.89105  0.09
H  -0.50064  4.05513  4.55001  0.10
H  1.72552  5.70260  1.92915  0.09
H  3.25491  5.04694  2.53386  0.08
H  2.33711  6.12779  3.68892  0.12
H  1.66759  2.57199  4.95189  0.10
H  2.37069  4.21966  5.35653  0.10
H  3.06540  3.05629  4.16243  0.07
C  1.63854  -2.84302  0.89588  -0.10
O  1.20840  -1.65573  0.28665  -0.16
C  -0.08068  -1.56286  -0.14835  -0.53
O  -0.87490  -2.48025  -0.01957  0.03
H  2.43030  -2.63243  1.68678  0.11
H  2.09651  -3.49986  0.12393  0.08
H  0.80404  -3.35791  1.43469  0.10
C  0.98408  -5.18560  -2.85599  0.00
O  1.63394  -3.93608  -2.96605  0.03
C  2.82401  -3.74642  -3.53593  -0.15
C  3.50501  -4.75200  -4.23828  0.10
C  4.93424  -4.63519  -4.40259  0.04
C  5.49761  -3.40303  -4.19729  0.02
C  4.78251  -2.33685  -3.63974  0.05
C  3.47824  -2.51582  -3.31126  -0.16
N  2.84019  -1.52696  -2.53185  0.15
C  1.77877  -0.77345  -2.79971  0.03
C  1.00984  -0.70954  -3.98535  -0.11
C  1.55848  -0.94840  -5.28294  -0.02
C  0.73697  -1.24082  -6.35742  -0.06
C  -0.65392  -1.21640  -6.22446  -0.03
C  -1.20475  -0.95171  -5.01555  0.02
C  -0.42594  -0.60069  -3.87765  -0.25
O  -0.99552  -0.05462  -2.80618  -0.13
H  0.90708  -5.77469  -3.79713  0.12
H  -0.03768  -4.93848  -2.60972  0.11
H  1.41449  -5.78881  -2.06351  0.12
H  3.03553  -5.69222  -4.41949  0.12
H  5.49484  -5.46347  -4.85479  0.14
H  6.51128  -3.28852  -4.33013  0.11
H  5.23628  -1.36330  -3.47149  0.15
H  3.24210  -1.39213  -1.58948  0.19
H  1.36836  -0.15695  -1.96809  0.11
H  2.64611  -1.04090  -5.48368  0.13
H  1.25577  -1.47109  -7.29908  0.12
H  -1.23278  -1.45932  -7.11727  0.13
H  -2.29759  -0.99190  -4.82463  0.15

Its HOMO energy (spin up / spin down) is -12.5 / -13.5 eV. The calculation puts the LUMO energy (spin up / spin down) at -6.57 / -10.15 eV. Its spin multiplicity is 5. The net charge is +2.


Below is C34H40KN7S as an isolated structure, with properties calculated with the ωB97M-V functional and the def2-TZVPD basis.

Last column: Löwdin charge in e.
Geometry (Å):
K  0.81094  -0.21201  0.53895  0.73
C  3.21082  0.06684  3.06652  -0.24
C  3.88785  -0.48690  1.81612  -0.20
C  4.19594  0.62957  0.81622  -0.25
N  2.96033  1.27299  0.42012  -0.04
C  2.98288  2.38965  -0.23236  -0.27
C  4.17802  2.98036  -0.76709  -0.06
C  4.45817  4.27203  -1.16600  -0.15
C  3.68942  5.42676  -1.07961  -0.18
C  2.37339  5.47320  -0.60946  -0.14
C  1.49359  4.45900  -0.32335  -0.08
C  1.62542  3.02216  -0.46022  -0.26
N  0.63975  2.20632  -0.62784  -0.01
C  -0.70125  2.72791  -0.80508  -0.25
C  -1.56452  2.74159  0.47191  -0.17
C  -2.32490  1.44611  0.80664  -0.25
N  -1.55910  0.47037  1.55537  -0.02
C  -1.67397  0.41609  2.83960  -0.25
C  -2.45340  1.33107  3.64375  -0.08
C  -3.04506  1.14040  4.87244  -0.17
C  -3.07095  0.02080  5.70395  -0.18
C  -2.38816  -1.17850  5.46500  -0.15
C  -1.43458  -1.48736  4.52700  -0.06
C  -0.81627  -0.63070  3.53299  -0.27
N  0.38833  -0.72168  3.09889  -0.01
C  1.35656  -1.67489  3.59247  -0.23
C  2.65585  -0.97926  4.03582  -0.18
H  2.39875  0.72246  2.74570  0.06
H  3.93897  0.69903  3.59101  0.11
H  3.24440  -1.22142  1.32436  0.07
H  4.80002  -1.03292  2.07528  0.12
H  4.72814  0.20224  -0.04591  0.11
H  4.88074  1.36679  1.26978  0.12
H  5.00621  2.28662  -0.86010  0.08
H  5.46517  4.41219  -1.55476  0.08
H  4.15871  6.36657  -1.34861  0.06
H  1.96545  6.47199  -0.46604  0.09
H  0.52073  4.78620  0.02653  0.08
H  -1.20507  2.09335  -1.54598  0.10
H  -0.68676  3.74369  -1.22089  0.09
H  -2.31125  3.53357  0.34591  0.10
H  -0.95634  3.03645  1.33341  0.09
H  -2.61952  0.97099  -0.13746  0.10
H  -3.25588  1.71401  1.32486  0.09
H  -2.61522  2.30509  3.19634  0.08
H  -3.61619  1.99688  5.23131  0.09
H  -3.70103  0.06879  6.58527  0.06
H  -2.62160  -1.98694  6.15551  0.09
H  -1.02227  -2.48807  4.58457  0.08
H  1.59482  -2.36642  2.77492  0.10
H  1.00205  -2.27861  4.43721  0.10
H  3.41170  -1.75128  4.21760  0.11
H  2.45986  -0.50647  5.00542  0.09
C  1.77474  3.88827  3.09106  -0.04
N  0.86419  3.33724  4.07393  -0.14
C  1.35031  2.38532  5.06110  -0.11
C  0.08309  2.07628  5.85046  -0.14
N  -0.66050  3.32077  5.66191  0.02
C  -0.26963  3.92651  4.49612  -0.88
S  -1.07876  5.20820  3.79547  0.53
H  2.59347  4.41540  3.59460  0.09
H  1.23695  4.58944  2.46035  0.04
H  2.18994  3.09340  2.46694  0.08
H  2.11345  2.86840  5.68839  0.13
H  1.77887  1.51421  4.58059  0.08
H  0.27436  1.88526  6.90518  0.11
H  -0.45709  1.23118  5.41698  0.09
H  -1.65530  3.30750  5.81611  0.10
C  1.74064  -3.01105  -0.55681  -0.10
C  2.93273  -3.46967  -0.05801  -0.38
C  3.01614  -4.34687  1.08925  -0.09
C  4.20724  -4.76494  1.60514  -0.09
C  5.44490  -4.37281  1.04548  -0.30
C  5.39696  -3.51872  -0.08260  -0.09
C  4.21623  -3.09096  -0.61087  -0.09
C  6.67185  -4.83295  1.57429  -0.27
N  7.68002  -5.21282  2.00314  0.06
H  0.80639  -3.38370  -0.14989  0.03
H  1.70599  -2.39212  -1.44607  0.02
H  2.09113  -4.67137  1.55504  0.09
H  4.21235  -5.41892  2.47132  0.10
H  6.33105  -3.19843  -0.53260  0.10
H  4.22494  -2.42712  -1.46914  0.10

Its HOMO energy is -1.2 eV. The calculation puts the LUMO energy at 3.96 eV. Its spin multiplicity is 1. The net charge is -2.


Below is C34H41Cl2N3PSr as an isolated structure, with properties calculated with the ωB97M-V functional and the def2-TZVPD basis.

Last column: Löwdin charge in e.
Geometry (Å):
Sr  -0.57849  -0.79847  -0.34136  1.16
C  2.82944  -0.56161  -2.86379  -0.14
C  3.60790  -0.84123  -1.57640  -0.55
C  4.92231  -0.06729  -1.59351  -0.13
P  2.44751  -0.60526  -0.14036  1.04
C  3.09804  -1.70062  1.19866  -0.56
C  4.59550  -1.71288  1.48631  -0.12
C  2.28816  -1.45927  2.47233  -0.13
C  2.64376  1.13595  0.40951  -0.29
C  3.84191  1.67217  0.87269  -0.08
C  3.99332  2.99098  1.28624  -0.30
C  5.32085  3.51904  1.75764  -0.07
C  2.85988  3.79554  1.21652  -0.07
C  1.64381  3.31102  0.77447  -0.03
C  1.47952  1.96525  0.36966  -0.33
N  0.27692  1.44623  -0.00975  -0.16
C  -0.82626  2.30194  -0.12287  -0.30
C  -1.06115  3.03034  -1.30516  -0.21
C  -0.03346  2.99745  -2.39971  -0.04
C  -2.23447  3.76119  -1.44681  -0.03
C  -3.19571  3.81212  -0.44152  -0.30
C  -4.47633  4.58128  -0.62726  -0.06
C  -2.94656  3.10746  0.72861  -0.03
C  -1.78855  2.35476  0.90105  -0.22
C  -1.55242  1.60421  2.18525  -0.03
H  3.45755  -0.73067  -3.74329  0.07
H  2.49795  0.48148  -2.89069  0.07
H  1.94938  -1.20144  -2.94837  0.04
H  3.82595  -1.91581  -1.53481  0.11
H  4.73880  1.00868  -1.58857  0.07
H  5.48234  -0.30804  -2.50233  0.07
H  5.56094  -0.29486  -0.74045  0.05
H  2.79971  -2.68830  0.82476  0.10
H  4.92237  -0.77995  1.95039  0.06
H  5.20060  -1.88355  0.59433  0.05
H  4.82430  -2.51643  2.19239  0.07
H  2.44635  -0.44495  2.84994  0.07
H  2.60521  -2.16547  3.24462  0.08
H  1.22540  -1.64504  2.29700  0.03
H  4.71268  1.02824  0.91187  0.08
H  5.99571  2.70081  2.01551  0.07
H  5.21483  4.14597  2.64619  0.07
H  5.82310  4.12306  0.99582  0.07
H  2.91932  4.83558  1.52699  0.11
H  0.78380  3.97085  0.75860  0.11
H  0.18351  1.97168  -2.70715  0.07
H  0.91711  3.41263  -2.05639  0.08
H  -0.36758  3.56407  -3.26963  0.07
H  -2.39982  4.31004  -2.36991  0.11
H  -4.32371  5.47546  -1.23371  0.07
H  -4.89282  4.89453  0.33112  0.07
H  -5.23804  3.97853  -1.13056  0.07
H  -3.67262  3.14162  1.53602  0.11
H  -2.28891  1.88433  2.93927  0.08
H  -0.55163  1.78759  2.57734  0.08
H  -1.64042  0.51928  2.05964  0.07
C  -7.32229  -1.19477  -0.22691  -0.05
C  -5.83507  -1.10226  -0.42442  -0.27
C  -5.22508  0.09531  -0.77255  -0.02
C  -3.85198  0.11906  -0.95597  -0.12
N  -3.08141  -0.95764  -0.80778  -0.06
C  -3.65678  -2.11649  -0.46250  -0.11
C  -5.02483  -2.22088  -0.27545  -0.01
H  -7.76807  -0.20805  -0.10684  0.07
H  -7.56350  -1.79297  0.65185  0.08
H  -7.79196  -1.67302  -1.08883  0.08
H  -5.79763  1.00674  -0.88944  0.11
H  -3.35275  1.04684  -1.22141  0.10
H  -2.98992  -2.96180  -0.32192  0.10
H  -5.44553  -3.17942  0.00187  0.12
Cl  -0.41509  -3.30542  -2.21009  0.54
C  -0.43508  -4.55906  -0.91387  -0.57
C  -0.45491  -5.86932  -1.31663  -0.20
C  -0.45702  -6.88512  -0.36027  -0.18
C  -0.42981  -6.49511  0.98587  -0.19
C  -0.40739  -5.17719  1.35957  -0.62
Cl  -0.36180  -4.80502  3.08077  0.55
C  -0.41942  -4.01744  0.45430  -0.64
N  -0.41869  -2.77384  0.74739  -0.29
H  -0.46662  -6.09868  -2.37604  0.08
H  -0.47229  -7.92768  -0.64457  0.07
H  -0.42184  -7.24695  1.76751  0.08

Its HOMO energy is -2.5 eV. The calculation puts the LUMO energy at 2.22 eV. Its spin multiplicity is 1. The net charge is -1.


Below is C34H41ClGeN4O4Pd as an isolated structure at a distorted geometry, with properties calculated with the ωB97M-V functional and the def2-TZVPD basis.

Last column: Löwdin charge in e.
Geometry (Å):
Pd  0.14880  0.04489  0.04546  1.01
C  -3.57944  0.70382  -3.20518  -0.04
C  -3.13451  2.06740  -2.69389  -0.17
N  -3.30863  2.23983  -1.24775  -0.05
C  -4.53963  2.92692  -0.80771  -0.17
C  -5.73458  1.99822  -0.66332  -0.05
C  -2.44065  1.72373  -0.37895  -0.35
C  -2.65145  1.96201  1.07864  0.03
N  -1.38292  1.04333  -0.79083  0.02
H  -3.38065  0.62237  -4.27355  0.09
H  -4.64687  0.55798  -3.05528  0.08
H  -3.06922  -0.11443  -2.69439  0.06
H  -3.70951  2.85871  -3.17175  0.13
H  -2.08782  2.27637  -2.94432  0.10
H  -4.73179  3.69805  -1.55341  0.13
H  -4.33184  3.45452  0.11874  0.11
H  -6.11122  1.66619  -1.62926  0.08
H  -6.54748  2.51775  -0.15883  0.09
H  -5.48615  1.11353  -0.07554  0.08
H  -2.61300  3.03142  1.28580  0.12
H  -1.86059  1.48813  1.64558  0.04
H  -3.62292  1.58820  1.39725  0.10
H  -1.31992  1.03117  -1.80156  0.02
C  -1.96729  -3.86902  5.80970  0.01
C  -0.78827  -3.03169  6.17937  -0.13
C  0.08919  -3.38898  7.17272  -0.01
C  1.14976  -2.54416  7.52257  -0.60
Cl  2.19277  -2.97396  8.78534  0.89
C  1.36729  -1.32565  6.84289  -0.03
C  0.52045  -0.94907  5.83791  0.04
C  -0.57070  -1.78404  5.51417  -0.16
O  -1.50201  -1.47637  4.62469  0.06
C  -1.49614  -0.23064  3.90590  -0.02
C  -0.70361  -0.27222  2.59889  -0.66
O  0.10182  0.69776  2.37663  -0.08
O  -0.96398  -1.15396  1.77921  0.03
H  -1.91766  -4.83405  6.30595  0.10
H  -2.02367  -4.01877  4.73242  0.10
H  -2.89055  -3.37116  6.11017  0.11
H  -0.03651  -4.31766  7.71213  0.14
H  2.19557  -0.70299  7.15072  0.13
H  0.66738  -0.01185  5.32167  0.13
H  -1.19390  0.58592  4.55612  0.14
H  -2.54425  -0.10508  3.63602  0.15
C  6.04650  1.20972  -1.53864  -0.03
C  5.54185  0.73852  -2.75909  -0.06
C  4.19870  0.49297  -2.87471  -0.10
C  3.34021  0.62819  -1.73901  -0.28
C  3.85769  1.17679  -0.53721  -0.13
C  5.19740  1.42506  -0.42669  -0.07
Ge  1.48199  0.09363  -2.02982  1.08
C  1.12868  -1.54989  -2.92644  -0.30
C  2.15844  -2.46348  -3.17654  -0.08
C  1.90634  -3.59833  -3.92661  -0.03
C  0.62067  -3.84747  -4.39804  -0.01
C  -0.41519  -2.96301  -4.12476  -0.04
C  -0.16398  -1.81864  -3.38788  -0.10
C  0.91414  1.71700  -2.92554  -0.31
C  0.48471  1.65547  -4.26022  -0.08
C  0.06003  2.80634  -4.90029  -0.04
C  0.06741  4.02148  -4.22204  -0.03
C  0.49379  4.09528  -2.90028  -0.04
C  0.92386  2.94983  -2.25605  -0.10
H  7.09860  1.45108  -1.45433  0.12
H  6.20506  0.60028  -3.60148  0.12
H  3.78482  0.17595  -3.82533  0.11
H  3.19701  1.37549  0.30006  0.09
H  5.61649  1.80082  0.49584  0.11
H  3.16044  -2.29220  -2.79748  0.11
H  2.70599  -4.29231  -4.14573  0.13
H  0.42617  -4.74017  -4.97709  0.13
H  -1.41256  -3.16672  -4.48854  0.12
H  -0.97934  -1.13228  -3.18656  0.08
H  0.49184  0.71335  -4.79549  0.11
H  -0.27626  2.76624  -5.92732  0.12
H  -0.24687  4.92033  -4.73624  0.13
H  0.50137  5.04697  -2.38727  0.12
H  1.27020  3.01181  -1.23005  0.11
N  2.46234  -0.94483  2.43583  0.23
C  2.36263  -1.64216  1.31627  -0.57
N  3.08506  -2.75216  1.14865  0.23
O  1.61541  -1.29852  0.33659  -0.18
H  3.08814  -1.22899  3.17034  0.13
H  1.85883  -0.13279  2.56929  0.09
H  3.66222  -3.13894  1.87568  0.13
H  2.93546  -3.29220  0.31306  0.13

Its HOMO energy (spin up / spin down) is -15.7 / -15.7 eV. The calculation puts the LUMO energy (spin up / spin down) at -11.89 / -11.50 eV. Its spin multiplicity is 2. The net charge is +3.


DFT total energy across the listed records, respectively: -86176.039; -73498.215; -75566.253; -122565.510 eV.
Relative energy (zero: lowest compared OMol25 entry of this formula, charge and spin) across the listed records, respectively: 56.3; 0.0; 0.9; 51.8 kcal/mol.